Record 1
{"formula": "C5H8N2O", "method": "ωB97M-V/def2-TZVPD", "gap_ev": 9.171, "relative_energy_ev": 3.185, "smiles": "C/N=C(\\C=O)N1CC1", "e_tot_ha": -379.97112, "max_force_ev_per_a": 3.24, "charge": 0, "elements": ["C", "C", "C", "C", "C", "H", "H", "H", "H", "H", "H", "H", "H", "N", "N", "O"], "positions_angstrom": [[1.6901, 1.7108, 0.1711], [0.1069, -0.0468, -0.1562], [0.9834, -1.3088, -0.1031], [-2.1303, -0.5112, 0.6486], [-2.1756, 0.5988, -0.3180], [1.7178, 2.5094, 0.9679], [2.3569, 0.8785, 0.5349], [2.1152, 2.2568, -0.6976], [0.3986, -2.2231, -0.1780], [-1.7767, -0.2204, 1.7187], [-2.7646, -1.3924, 0.5307], [-1.7863, 1.5709, 0.0025], [-2.9751, 0.6274, -1.0667], [0.3760, 1.1992, -0.0836], [-1.1828, -0.4940, -0.3889], [2.1894, -1.4501, 0.0050]], "lowdin_charge": [-0.124, -0.310, -0.142, -0.157, -0.108, 0.087, 0.078, 0.087, 0.113, 0.149, 0.108, 0.095, 0.109, 0.049, -0.086, 0.052]}

---

Record 2
{"formula": "C5H8N2O", "method": "ωB97M-V/def2-TZVPD", "gap_ev": 9.505, "relative_energy_ev": 3.171, "smiles": "O=C/C=N\\NC1CC1", "e_tot_ha": -379.97163, "max_force_ev_per_a": 1.61, "charge": 0, "elements": ["C", "C", "C", "C", "C", "H", "H", "H", "H", "H", "H", "H", "H", "N", "N", "O"], "positions_angstrom": [[-2.1635, -0.3762, 0.2936], [-1.8314, 0.9634, -0.3041], [0.7918, -0.0128, 0.5402], [2.1037, -0.4825, -0.0767], [0.7886, -1.0052, -0.5809], [-1.4676, -0.7620, 1.0992], [-2.6712, 1.3934, -0.8620], [1.0943, 2.0481, 0.2744], [0.5975, -0.3820, 1.5625], [2.7757, -1.1499, 0.4783], [2.6124, 0.3252, -0.6083], [0.4610, -0.6091, -1.5464], [0.5342, -2.0624, -0.4093], [-0.7790, 1.6657, -0.2533], [0.3674, 1.3542, 0.3347], [-3.2141, -0.9079, 0.0580]], "lowdin_charge": [-0.270, -0.132, -0.336, -0.100, -0.120, 0.112, 0.111, 0.132, 0.134, 0.104, 0.102, 0.112, 0.116, 0.012, -0.020, 0.042]}

---

Record 3
{"formula": "C5H8N2O", "method": "ωB97M-V/def2-TZVPD", "gap_ev": 9.546, "relative_energy_ev": 5.924, "smiles": "CC1=NNC[C@H]2O[C@H]12", "e_tot_ha": -379.87048, "max_force_ev_per_a": 4.81, "charge": 0, "elements": ["C", "C", "C", "C", "C", "H", "H", "H", "H", "H", "H", "H", "H", "N", "N", "O"], "positions_angstrom": [[-2.4821, 0.3572, 0.0182], [-1.0058, -0.0281, 0.0563], [1.8809, -0.4730, -0.0160], [1.3193, 0.9007, 0.4961], [0.0757, 0.8597, -0.2998], [-2.7437, 1.2665, 0.6403], [-3.1123, -0.5310, 0.4650], [-2.5731, 0.5716, -1.1144], [1.0205, -2.4470, 0.0037], [2.3338, -0.2762, -0.9958], [2.6060, -0.9191, 0.5983], [1.1083, 0.8245, 1.6148], [0.3783, 0.4845, -1.2722], [-0.5323, -1.2249, 0.1991], [0.8146, -1.4313, -0.2501], [0.9118, 2.0659, -0.1434]], "lowdin_charge": [-0.036, -0.353, -0.170, -0.235, -0.221, 0.083, 0.108, 0.107, 0.146, 0.119, 0.087, 0.169, 0.144, 0.073, -0.072, 0.051]}

---

Record 4
{"formula": "C5H8N2O", "method": "ωB97M-V/def2-TZVPD", "gap_ev": [7.155, 7.156], "relative_energy_ev": 2.281, "smiles": "C=C/C(N)=C(\\N)C=O", "e_tot_ha": -380.00433, "max_force_ev_per_a": 3.19, "charge": 0, "elements": ["C", "C", "N", "C", "C", "C", "O", "N", "H", "H", "H", "H", "H", "H", "H", "H"], "positions_angstrom": [[0.0436, -0.6070, -0.9385], [-0.4286, 0.0583, 0.1979], [0.5020, -1.9349, -0.9084], [0.0773, 0.0958, -2.1773], [0.2116, -0.1447, 1.4889], [0.0930, 0.6754, 2.5334], [-0.2645, 1.2816, -2.3245], [-1.2069, 1.1592, 0.0200], [-0.6555, 2.0655, 0.1685], [0.8008, -2.2761, -0.0084], [1.1702, -2.1682, -1.6295], [-1.5739, 1.3117, -0.9160], [0.3109, -0.5401, -3.0494], [0.9111, -0.9680, 1.5500], [-0.5062, 1.5712, 2.5011], [0.5151, 0.4203, 3.4924]], "lowdin_charge": [-0.262, -0.293, 0.083, -0.206, -0.121, 0.030, -0.021, 0.090, 0.145, 0.070, 0.082, 0.081, 0.124, 0.091, 0.053, 0.054]}

---

Record 5
{"formula": "C5H8N2O", "method": "ωB97M-V/def2-TZVPD", "gap_ev": 9.536, "relative_energy_ev": 7.957, "smiles": "C1=NOC2CN(C1)C2", "e_tot_ha": -379.79578, "max_force_ev_per_a": 6.94, "charge": 0, "elements": ["C", "C", "C", "C", "C", "H", "H", "H", "H", "H", "H", "H", "H", "N", "N", "O"], "positions_angstrom": [[-0.5449, -1.2315, -0.1210], [-1.7882, -0.2941, 0.0892], [0.5760, 1.2854, 0.0947], [1.2469, 0.0477, 0.8889], [0.6603, 0.4553, -1.0626], [-0.5405, -2.0476, 0.7551], [-0.7880, -1.7967, -1.0492], [-2.7141, -1.0989, -0.1901], [1.1174, 2.2709, -0.0371], [2.2796, 0.2614, 0.9104], [0.9774, -0.4188, 1.9586], [-0.2396, -0.0025, -1.8006], [1.7590, 0.6246, -1.5292], [-2.0512, 0.9691, 0.4568], [0.6990, -0.7308, -0.3007], [-0.6490, 1.7068, 0.9368]], "lowdin_charge": [-0.291, -0.143, -0.253, -0.040, -0.195, 0.168, 0.114, 0.162, 0.144, 0.076, 0.162, 0.188, 0.174, 0.119, -0.218, -0.169]}

---

Record 6
{"formula": "C5H8N2O", "method": "ωB97M-V/def2-TZVPD", "gap_ev": 7.984, "relative_energy_ev": 5.541, "e_tot_ha": -379.88454, "max_force_ev_per_a": 5.45, "charge": 0, "elements": ["C", "C", "C", "C", "C", "O", "N", "N", "H", "H", "H", "H", "H", "H", "H", "H"], "positions_angstrom": [[1.1078, 2.1431, -0.1063], [0.2101, -0.0118, -0.5264], [0.5351, -1.0564, 0.4123], [-1.0859, -1.4623, 0.1219], [-2.1517, -0.8257, 0.5967], [0.4763, -0.3442, -1.8433], [0.0446, 1.1752, -0.0343], [1.4256, -1.5409, 1.0999], [0.3733, 0.4718, -2.3557], [1.2162, -2.3231, 1.7118], [-1.1215, -2.5229, -0.1016], [1.0644, 2.8599, 0.7128], [2.1355, 1.7247, -0.1203], [1.0237, 2.7893, -0.9962], [-2.1564, 0.2466, 0.6737], [-3.0970, -1.3232, 0.7548]], "lowdin_charge": [-0.155, -0.477, -0.244, -0.070, 0.037, 0.091, 0.002, 0.188, 0.119, 0.072, 0.101, 0.063, 0.088, 0.062, 0.058, 0.064]}

---

Record 7
{"formula": "C5H8N2O", "method": "ωB97M-V/def2-TZVPD", "gap_ev": 10.191, "relative_energy_ev": 4.743, "e_tot_ha": -379.91388, "max_force_ev_per_a": 1.91, "charge": 0, "elements": ["C", "C", "C", "C", "C", "H", "H", "H", "H", "H", "H", "H", "H", "N", "N", "O"], "positions_angstrom": [[0.2927, 1.1972, 0.8977], [0.1378, 0.2698, -0.2684], [1.5095, -0.1570, -0.7105], [-0.0458, -1.1786, -0.0127], [-1.4506, -1.1371, 0.5417], [0.5932, 2.1822, 0.4516], [1.1207, 0.8398, 1.5314], [-0.5754, 1.4285, 1.5128], [2.3050, 0.5877, -0.6124], [1.4855, -0.5515, -1.7222], [-0.1200, -1.8093, -0.9347], [-1.9983, -1.8846, 1.1224], [-1.3966, 1.3713, -1.0140], [-2.0794, -0.2750, -0.1768], [-1.1394, 0.4161, -0.9357], [1.3612, -1.2996, 0.3299]], "lowdin_charge": [-0.018, -0.501, -0.035, -0.283, -0.080, 0.104, 0.099, 0.085, 0.126, 0.122, 0.167, 0.112, 0.107, 0.049, 0.009, -0.063]}

---

Record 8
{"formula": "C5H8N2O", "method": "ωB97M-V/def2-TZVPD", "gap_ev": 10.312, "relative_energy_ev": 7.905, "smiles": "CC1=NOC[C@H]2N[C@@H]12", "e_tot_ha": -379.79768, "max_force_ev_per_a": 8.01, "charge": 0, "elements": ["C", "C", "C", "C", "C", "H", "H", "H", "H", "H", "H", "H", "H", "N", "N", "O"], "positions_angstrom": [[-2.1554, -0.0266, 0.1101], [-0.7568, 0.3924, -0.5273], [1.5167, 0.8363, 0.3103], [1.5726, -0.5426, -0.3024], [0.0727, -0.7585, -0.8480], [-1.7495, -0.9044, 0.7215], [-2.5820, 0.8191, 0.9599], [-3.1948, -0.1879, -0.5841], [1.3032, 0.7582, 1.5161], [2.5928, 1.1896, 0.4504], [2.2867, -1.0920, -1.0524], [0.6247, -1.2254, 1.3783], [-0.3073, -1.2444, -1.7938], [-0.5386, 1.6172, -0.0869], [0.5441, -1.4038, 0.2562], [0.7707, 1.7728, -0.5079]], "lowdin_charge": [-0.080, -0.302, -0.199, -0.185, -0.276, 0.058, 0.125, 0.120, 0.174, 0.125, 0.168, 0.200, 0.170, 0.085, -0.022, -0.162]}

---

Record 9
{"formula": "C5H8N2O", "method": "ωB97M-V/def2-TZVPD", "gap_ev": 10.395, "relative_energy_ev": 6.575, "e_tot_ha": -379.84654, "max_force_ev_per_a": 6.85, "charge": 0, "elements": ["C", "C", "C", "C", "C", "H", "H", "H", "H", "H", "H", "H", "H", "N", "N", "O"], "positions_angstrom": [[1.1899, 1.4686, -0.9182], [0.2700, -1.2444, 0.6264], [-0.1555, 0.1467, 1.1970], [-0.6724, 0.5153, -0.0803], [-1.2538, -0.8502, -0.0830], [2.4036, 1.2689, -1.0129], [0.5205, -1.6371, -1.2283], [0.5827, -2.3340, 0.9421], [-1.0371, 0.0294, 1.8431], [0.6799, 0.8578, 1.6032], [-0.9454, 1.4589, -0.3703], [-2.0840, -0.9424, -1.0553], [-1.9434, -0.7970, 0.8993], [0.4893, 0.3542, -0.9591], [1.1541, -0.9086, -0.6709], [0.8018, 2.6139, -0.7328]], "lowdin_charge": [-0.378, -0.080, -0.177, -0.357, -0.106, 0.173, 0.141, 0.162, 0.109, 0.160, 0.125, 0.173, 0.120, -0.116, 0.039, 0.012]}

---

Record 10
{"formula": "C5H8N2O", "method": "ωB97M-V/def2-TZVPD", "gap_ev": 9.732, "relative_energy_ev": 1.759, "smiles": "O=C1[C@H]2CN[C@@H]1CN2", "e_tot_ha": -380.02355, "max_force_ev_per_a": 2.37, "charge": 0, "elements": ["C", "C", "C", "C", "C", "H", "H", "H", "H", "H", "H", "H", "H", "N", "N", "O"], "positions_angstrom": [[0.4983, -0.0047, 1.3242], [-0.7825, -0.6639, 0.6649], [-1.4700, 0.5468, 0.0219], [0.8469, 0.7753, 0.0667], [1.0954, -0.4071, -0.8582], [-1.4594, -1.3254, 1.2518], [-2.0644, 0.2024, -0.8765], [-2.1753, 1.0659, 0.7167], [-0.3004, 1.6990, -1.3074], [1.7049, 1.4311, 0.1568], [2.0197, -0.9351, -0.7421], [1.0033, -0.1702, -1.9392], [0.4439, -2.2153, -0.0899], [-0.3826, 1.5123, -0.3358], [-0.0689, -1.3739, -0.4197], [1.0911, -0.1371, 2.3659]], "lowdin_charge": [-0.295, -0.243, -0.162, -0.268, -0.108, 0.156, 0.129, 0.116, 0.086, 0.145, 0.102, 0.115, 0.114, 0.008, -0.010, 0.116]}